{"formula": "C7H10O", "method": "the ωB97M-V functional and the def2-TZVPD basis", "species": ["C", "C", "C", "C", "C", "C", "C", "H", "H", "H", "H", "H", "H", "H", "H", "H", "H", "O"], "xyz": [[-2.06, 1.37, 1.15], [-0.94, 0.84, 0.27], [0.40, 1.23, 0.36], [1.33, 0.64, -0.55], [0.94, -0.54, -1.24], [-0.31, -1.05, -1.17], [-1.23, -0.40, -0.29], [-2.28, 0.34, 1.62], [-1.74, 2.27, 1.73], [-3.03, 1.60, 0.71], [0.58, 2.17, 0.89], [2.29, 1.01, -0.46], [1.82, -1.07, -1.63], [-0.66, -1.89, -1.68], [-2.27, -0.74, -0.49], [1.24, -2.34, 0.62], [1.07, -1.18, 1.17], [1.77, -1.58, 0.79]], "lumo_energy_ev": [4.45, 4.09], "e_homo_ev": [0.8, -3.7], "multiplicity": 2, "total_energy_ha": -347.85040, "charge": -1}

***

{"formula": "C7H10O", "method": "the ωB97M-V functional and the def2-TZVPD basis", "species": ["C", "C", "C", "C", "C", "C", "C", "O", "H", "H", "H", "H", "H", "H", "H", "H", "H", "H"], "xyz": [[0.40, -2.04, 0.15], [-0.44, -0.82, 0.44], [-1.30, -0.25, -0.64], [-0.25, 0.67, -0.09], [-0.69, 1.84, 0.76], [1.00, 0.90, -0.86], [2.10, 0.34, -0.47], [3.13, -0.10, -0.12], [-0.19, -2.95, 0.29], [0.76, -2.03, -0.88], [1.26, -2.10, 0.82], [-0.87, -0.85, 1.43], [-1.15, -0.62, -1.64], [-2.33, -0.01, -0.42], [-1.06, 2.65, 0.13], [-1.49, 1.54, 1.44], [0.13, 2.22, 1.37], [0.99, 1.60, -1.69]], "lumo_energy_ev": 0.95, "e_homo_ev": -8.8, "total_energy_ha": -347.90167, "smiles": "C[C@@H]1C[C@]1(C)C=C=O", "charge": 0}

***

{"formula": "C7H10O", "method": "the ωB97M-V functional and the def2-TZVPD basis", "species": ["C", "C", "C", "C", "C", "C", "C", "O", "H", "H", "H", "H", "H", "H", "H", "H", "H", "H"], "xyz": [[-0.04, -1.36, 0.26], [-0.37, -0.43, 1.08], [0.65, 1.31, -1.37], [0.82, 2.05, -2.39], [-0.74, 1.07, 0.52], [0.43, -2.15, -0.89], [-0.44, -0.55, 2.59], [0.37, 1.62, -0.11], [0.61, 3.20, -2.37], [1.20, 1.58, -3.27], [-1.46, 0.99, -0.44], [-1.16, 1.65, 1.29], [-0.38, -2.30, -1.66], [0.67, -3.27, -0.65], [1.29, -1.62, -1.23], [-0.07, -1.64, 2.90], [-1.50, -0.52, 2.85], [0.12, 0.35, 2.89]], "lumo_energy_ev": [0.58, 0.00], "e_homo_ev": [-8.2, -7.3], "total_energy_ha": -347.69585, "charge": 0}

***

{"formula": "C7H10O2", "method": "the ωB97M-V functional and the def2-TZVPD basis", "species": ["C", "C", "O", "C", "C", "O", "C", "C", "C", "H", "H", "H", "H", "H", "H", "H", "H", "H", "H"], "xyz": [[2.13, -0.81, -0.52], [0.72, -0.59, -0.12], [-0.14, -1.67, -0.05], [-1.11, -1.42, 1.09], [-1.39, 0.06, 0.52], [-1.98, 1.46, 0.64], [-1.14, 1.83, -0.53], [0.34, 1.04, -0.51], [0.10, 0.44, 0.75], [2.73, 0.08, -0.03], [2.38, -2.02, -0.14], [2.37, -0.89, -1.79], [-0.34, -1.66, 2.01], [-1.84, -1.94, 0.57], [-1.99, -0.22, -0.41], [-1.80, 1.63, -1.54], [-0.74, 2.80, -0.66], [1.18, 1.44, -1.01], [0.52, 0.44, 1.74]], "lumo_energy_ev": 0.94, "e_homo_ev": -8.0, "total_energy_ha": -422.83974, "smiles": "C[C@]12OC[C@H]3OC[C@H]1[C@@H]32", "charge": 0}

***

{"formula": "C7H10O2", "method": "the ωB97M-V functional and the def2-TZVPD basis", "species": ["C", "C", "C", "O", "O", "C", "C", "C", "C", "H", "H", "H", "H", "H", "H", "H", "H", "H", "H"], "xyz": [[-0.21, 2.14, 0.11], [0.12, 0.87, 0.36], [1.53, 0.43, 0.70], [1.87, -0.35, 1.57], [2.43, 1.15, 0.00], [-0.77, -0.27, 0.24], [-1.81, -0.39, 1.32], [-0.52, -1.28, -0.62], [0.36, -1.26, -1.83], [-1.22, 2.42, -0.17], [0.54, 2.93, 0.16], [3.29, 0.83, 0.34], [-1.32, -0.55, 2.29], [-2.48, -1.24, 1.14], [-2.42, 0.51, 1.39], [-1.16, -2.16, -0.56], [-0.20, -1.57, -2.71], [1.19, -1.96, -1.69], [0.78, -0.27, -2.04]], "lumo_energy_ev": 0.72, "e_homo_ev": -8.9, "total_energy_ha": -423.17987, "smiles": "C=C(C(=O)O)/C(C)=C\\C", "charge": 0}

***

{"formula": "C7H10O2PS", "method": "the ωB97M-V functional and the def2-TZVPD basis", "species": ["C", "C", "C", "P", "O", "O", "C", "C", "C", "C", "S", "H", "H", "H", "H", "H", "H", "H", "H", "H", "H"], "xyz": [[-2.95, 0.19, -1.01], [-1.54, -0.18, -0.54], [-1.42, -1.21, 0.66], [-0.48, 1.26, 0.05], [-0.82, 1.90, 1.35], [-0.17, 2.38, -1.39], [1.21, 0.47, 0.10], [2.21, 0.67, 1.02], [3.42, 0.06, 0.72], [3.34, -0.68, -0.47], [1.86, -0.44, -1.25], [-3.58, 0.31, -0.06], [-2.88, 1.00, -1.75], [-3.44, -0.71, -1.43], [-1.01, -0.74, -1.32], [-0.71, -1.99, 0.32], [-2.38, -1.65, 0.88], [-1.11, -0.78, 1.52], [2.08, 1.15, 2.03], [4.24, 0.22, 1.48], [4.14, -1.23, -0.92]], "lumo_energy_ev": 3.09, "e_homo_ev": -3.8, "total_energy_ha": -1162.78451, "smiles": "CC(C)[P@](=O)([O-])c1cccs1", "charge": -1}

***

{"formula": "C7H10O2Si", "method": "the ωB97M-V functional and the def2-TZVPD basis", "species": ["C", "C", "C", "C", "C", "C", "C", "O", "O", "Si", "H", "H", "H", "H", "H", "H", "H", "H", "H", "H"], "xyz": [[3.32, -0.34, -0.19], [2.71, -1.58, 0.10], [2.53, 0.79, -0.21], [1.33, -1.64, 0.32], [1.13, 0.75, -0.04], [0.57, -0.47, 0.26], [-3.21, 1.23, 0.26], [0.39, 1.85, -0.32], [-3.23, -1.07, -0.86], [-2.51, -0.48, 0.48], [4.43, -0.16, -0.39], [3.24, -2.42, 0.09], [2.80, 1.83, -0.52], [0.80, -2.66, 0.51], [-3.46, 1.91, 1.05], [-2.50, 1.85, -0.19], [-4.04, 1.25, -0.38], [0.78, 2.67, 0.09], [-2.90, -1.73, -1.41], [-2.18, -1.56, 1.35]], "lumo_energy_ev": [0.31, 0.31], "e_homo_ev": [-7.4, -7.4], "total_energy_ha": -712.58267, "charge": 0}

***

{"formula": "C7H10O3", "method": "the ωB97M-V functional and the def2-TZVPD basis", "species": ["C", "C", "C", "C", "C", "C", "C", "O", "O", "O", "H", "H", "H", "H", "H", "H", "H", "H", "H", "H"], "xyz": [[-1.76, 2.23, 0.06], [-0.67, 1.51, -0.48], [-1.99, 1.70, 1.29], [-0.25, 0.60, 0.48], [0.55, -1.43, 1.43], [1.50, -0.60, -0.90], [0.65, -0.40, 0.29], [-1.11, 0.72, 1.59], [-1.21, 0.10, -2.22], [-1.12, -1.18, -1.77], [-2.35, 2.87, -0.61], [-0.12, 1.97, -1.30], [-2.70, 1.92, 2.09], [1.56, -1.83, 1.69], [0.36, -1.03, 2.38], [-0.11, -2.22, 1.11], [1.77, 0.33, -1.35], [0.90, -1.32, -1.51], [2.35, -1.23, -0.70], [-2.17, 0.16, -2.29]], "lumo_energy_ev": [-0.65, -0.18], "e_homo_ev": [-6.6, -9.2], "total_energy_ha": -498.20561, "charge": 0}

***

{"formula": "C7H11AgO5", "method": "the ωB97M-V functional and the def2-TZVPD basis", "species": ["O", "C", "C", "O", "C", "C", "O", "C", "H", "H", "H", "H", "H", "H", "H", "H", "O", "C", "C", "O", "Ag", "H", "H", "H"], "xyz": [[-0.27, -2.48, -1.26], [-1.28, -2.00, -0.82], [-1.70, -0.58, -1.20], [-0.82, 0.01, -2.04], [0.11, -0.13, 1.57], [1.46, -0.44, 0.94], [1.88, 0.69, 0.17], [3.28, 0.70, -0.12], [-1.89, -2.49, -0.03], [-0.41, -1.05, 1.86], [0.24, 0.54, 2.43], [2.19, -0.64, 1.73], [1.41, -1.31, 0.27], [3.53, 1.67, -0.56], [3.85, 0.57, 0.81], [3.52, -0.12, -0.82], [-0.65, 0.61, 0.62], [-1.92, 0.29, 0.10], [-2.43, 1.62, -0.40], [-1.63, 2.43, -0.84], [0.35, 1.24, -1.11], [-2.59, -0.17, 0.84], [-3.52, 1.77, -0.49], [-2.71, -0.71, -1.64]], "lumo_energy_ev": [-3.68, -6.55], "e_homo_ev": [-13.6, -13.5], "multiplicity": 2, "total_energy_ha": -796.06492, "charge": 1}

***

{"formula": "C7H11Br", "method": "the ωB97M-V functional and the def2-TZVPD basis", "species": ["C", "C", "C", "C", "Br", "H", "H", "H", "H", "H", "H", "H", "C", "C", "C", "H", "H", "H", "H"], "xyz": [[-1.50, 1.92, -0.38], [-1.72, 0.46, -0.12], [-3.08, 0.06, 0.36], [-0.72, -0.39, -0.34], [-0.85, -2.26, -0.11], [-0.44, 2.15, -0.48], [-1.92, 2.52, 0.43], [-2.00, 2.20, -1.30], [-3.17, 0.25, 1.43], [-3.27, -0.99, 0.18], [-3.84, 0.65, -0.15], [0.26, -0.08, -0.67], [3.26, 0.52, -0.71], [3.19, -0.50, -0.09], [3.14, -1.74, 0.65], [3.31, 1.43, -1.23], [4.14, -2.13, 0.82], [2.56, -2.49, 0.10], [2.66, -1.58, 1.62]], "lumo_energy_ev": 0.89, "e_homo_ev": -8.9, "total_energy_ha": -2847.24836, "smiles": "CC(C)=CBr.C#CC", "charge": 0}

***

{"formula": "C7H11Br2NO2", "method": "the ωB97M-V functional and the def2-TZVPD basis", "species": ["O", "C", "N", "O", "C", "Br", "C", "C", "C", "C", "C", "Br", "H", "H", "H", "H", "H", "H", "H", "H", "H", "H", "H"], "xyz": [[2.54, -1.09, 0.54], [2.03, -0.38, -0.28], [2.59, 0.12, -1.38], [3.96, -0.41, -1.63], [0.56, 0.10, 0.12], [1.00, 1.95, 0.79], [-0.40, 0.20, -1.06], [-1.65, 0.92, -0.64], [-2.40, 0.05, 0.33], [-1.55, -0.18, 1.58], [-0.08, -0.61, 1.32], [-0.14, -2.60, 0.96], [2.52, 0.99, -2.03], [4.25, -0.80, -0.75], [-0.57, -0.68, -1.49], [0.09, 0.70, -1.79], [-2.26, 1.14, -1.55], [-1.47, 1.94, -0.16], [-3.35, 0.44, 0.73], [-2.66, -0.91, -0.24], [-1.51, 0.68, 2.18], [-2.07, -1.05, 2.20], [0.56, -0.54, 2.26]], "lumo_energy_ev": 0.33, "e_homo_ev": -9.8, "total_energy_ha": -5626.51604, "smiles": "O=C(NO)[C@@]1(Br)CCCC[C@H]1Br", "charge": 0}

***

{"formula": "C7H11Cl", "method": "the ωB97M-V functional and the def2-TZVPD basis", "species": ["C", "C", "C", "C", "C", "C", "C", "H", "H", "H", "H", "H", "H", "H", "H", "H", "H", "H", "Cl"], "xyz": [[2.35, 0.42, 1.38], [2.18, -0.09, -0.03], [1.04, -0.56, -0.75], [-0.35, -0.96, -0.26], [-1.60, -0.09, -0.49], [-1.40, 1.29, 0.19], [-2.52, -0.33, -1.38], [2.33, -0.81, 2.43], [3.49, 1.22, 1.47], [1.08, 1.19, 1.55], [3.08, -0.30, -0.50], [1.52, -1.04, -1.67], [-0.61, -1.73, -1.08], [-1.93, 2.15, -0.52], [-1.95, 1.24, 1.25], [-0.12, 1.13, 0.42], [-3.33, 0.30, -1.74], [-2.75, -1.28, -1.70], [-0.50, -1.72, 1.44]], "lumo_energy_ev": 0.08, "e_homo_ev": -9.2, "total_energy_ha": -733.19485, "charge": 0}